C2H4AsMnNO2S4 as an isolated structure in a non-equilibrium geometry, computed with wB97M-V/def2-TZVPD.

- E_LUMO (spin up / spin down) (eV) = 1.71 / 1.85
- multiplicity = 5
- HOMO energy (spin up / spin down) (eV) = -4.03 / -4.02
- energy relative to the best compared isomer or geometry (same formula, charge and spin) (kJ/mol) = 14.4
- Kohn-Sham gap (spin up / spin down) (Eh) = 0.2108 / 0.2159
- net charge = -1
- E (Eh) = -5263.5643

Cartesian coordinates (Å):
Mn 0.583 0.183 0.217
N -1.258 -0.422 -0.764
C -2.307 -0.685 0.231
C -1.738 -0.390 1.673
O -2.457 -0.546 2.637
O -0.527 -0.004 1.662
H -1.529 0.318 -1.413
H -1.046 -1.251 -1.320
H -2.628 -1.727 0.207
H -3.178 -0.046 0.079
S 3.848 2.931 -1.159
As 3.342 0.959 -0.660
S 2.371 0.741 1.331
S 1.530 0.237 -1.770
S 4.994 -0.300 -0.951